[1]
{"formula": "C4H6I2", "method": "ωB97M-V/def2-TZVPD", "s2": 2.01, "orbital_gap_ev": [5.723, 5.377], "spin_multiplicity": 3, "e_lumo_ev": [0.243, -3.700], "elements": ["C", "C", "C", "C", "I", "I", "H", "H", "H", "H", "H", "H"], "xyz": [[0.761, -0.786, -1.811], [0.953, -0.871, -0.509], [-0.380, 0.521, 1.080], [-0.087, -0.859, 0.548], [2.951, -0.891, 0.242], [-1.878, -1.922, 0.019], [1.578, -0.748, -2.509], [-0.232, -0.754, -2.231], [-0.800, 1.146, 0.289], [-1.087, 0.484, 1.905], [0.540, 0.988, 1.435], [0.551, -1.606, 1.716]], "forces_ev_per_angstrom": [[0.115, -0.078, -0.415], [-0.021, 0.150, 1.079], [0.099, 0.061, 0.185], [5.285, 0.234, 2.972], [-0.022, -0.036, -0.166], [-3.166, -2.100, -0.633], [0.131, 0.015, -0.109], [-0.254, -0.001, 0.016], [0.019, 0.024, -0.026], [-0.110, 0.002, 0.068], [-0.042, 0.115, -0.008], [-2.035, 1.614, -2.963]], "mulliken_spin": [0.079, -0.032, 0.018, 0.362, 0.066, 1.390, 0.008, -0.003, -0.006, -0.018, 0.009, 0.127]}



[2]
{"formula": "C4H6I2O", "method": "ωB97M-V/def2-TZVPD", "orbital_gap_ev": [7.282, 8.043], "e_lumo_ev": [-0.894, -0.443], "elements": ["C", "C", "C", "C", "O", "I", "I", "H", "H", "H", "H", "H", "H"], "xyz": [[0.704, -0.729, -0.124], [-0.915, 0.389, 0.174], [0.583, -2.144, 0.168], [-0.708, 1.800, -0.387], [0.051, 2.568, 0.532], [2.561, 0.123, 0.237], [-2.614, -0.589, -0.316], [0.056, -2.119, 1.161], [-0.093, -2.802, -0.522], [1.598, -2.592, 0.274], [-0.420, 1.903, -1.414], [-1.690, 2.211, -0.449], [0.886, 1.980, 0.664]], "forces_ev_per_angstrom": [[-3.783, 3.332, 0.091], [5.111, -1.673, -1.876], [-0.887, -1.783, 0.490], [-0.925, -0.531, 1.555], [2.084, -1.775, -0.217], [-0.155, 0.074, -0.067], [-0.485, -0.406, -0.050], [0.494, -0.667, -0.520], [1.210, 1.449, 0.924], [-0.941, -0.017, -0.035], [1.047, -0.561, -0.669], [-0.937, 0.692, 0.447], [-1.832, 1.865, -0.073]], "nbo_charge": [-0.125, -0.188, -0.790, -0.206, -0.705, 0.196, 0.234, 0.255, 0.250, 0.236, 0.187, 0.190, 0.466]}



[3]
{"formula": "C4H6I3N3O3", "method": "ωB97M-V/def2-TZVPD", "orbital_gap_ev": 7.691, "e_lumo_ev": -1.200, "smiles": "N/C(=N/I)N(I)[C@@H](I)CO.O=C=O", "elements": ["C", "C", "C", "C", "N", "N", "N", "O", "O", "O", "I", "I", "I", "H", "H", "H", "H", "H", "H"], "xyz": [[-1.464, 0.714, -2.750], [-1.446, -0.163, 0.734], [2.111, 0.161, -0.401], [0.939, 0.001, 0.596], [-0.209, -0.544, 0.061], [-1.898, 1.015, 1.120], [-2.279, -1.181, 1.030], [-2.349, 0.086, -2.337], [-0.694, 1.451, -3.073], [3.197, 0.731, 0.146], [-0.076, -2.408, -0.909], [-0.974, 2.842, 0.730], [1.633, -1.198, 2.290], [2.502, -0.799, -0.756], [1.749, 0.807, -1.252], [0.743, 1.017, 1.056], [-1.806, -2.017, 1.407], [-3.198, -0.860, 1.287], [3.519, 0.346, 1.020]], "forces_ev_per_angstrom": [[-4.138, -2.231, 2.152], [0.305, 1.633, 0.003], [-1.183, -1.223, -0.524], [1.412, 1.249, 0.002], [-2.328, 0.339, -0.028], [1.376, -0.854, -0.689], [0.628, -1.151, -0.415], [0.008, -0.750, -0.192], [4.132, 2.991, -1.908], [2.741, 1.964, 2.548], [-0.137, 0.919, 0.509], [-0.404, -0.810, -0.223], [0.249, -0.120, 0.482], [-1.112, -0.387, -0.519], [0.308, -0.641, 0.770], [0.167, -1.355, -0.504], [-1.048, 0.615, -0.202], [0.052, -0.497, 0.487], [-1.028, 0.309, -1.748]], "nbo_charge": [1.023, 0.560, -0.095, -0.147, -0.638, -0.675, -0.812, -0.534, -0.488, -0.726, 0.350, 0.263, -0.051, 0.176, 0.205, 0.272, 0.409, 0.422, 0.487]}



no.,F_max (eV/Å),molecular weight (g/mol)
1,6.07,307.900
2,5.70,323.899
3,5.45,524.822